1.
Molecular formula: C34H57F3N2O2SiTi
Method: DFT, wB97M-V/def2-TZVPD

## Properties
HOMO energy (alpha / beta)   -11.469 / -11.471 eV
Net charge   +1
Expectation value of S²   0.755
2S+1   2
Frontier orbital gap (alpha / beta)   8.124 / 8.512 eV

XYZ file:
```
100
C34H57F3N2O2SiTi, DFT wB97M-V/def2-TZVPD
O 1.48606 -1.97656 -1.17488
O 0.71632 -0.33094 -2.95201
C 2.75667 -2.15843 -0.55870
C 2.79380 -3.20345 0.51684
H 3.10643 -1.17788 -0.19132
H 3.43839 -2.42524 -1.36412
H 2.26966 -2.83759 1.40508
H 3.82612 -3.44001 0.80549
H 2.31998 -4.12453 0.15416
C 0.34604 -2.80824 -0.84216
C 0.13936 -3.86459 -1.89136
H -0.53320 -2.14301 -0.79614
H 0.42978 -3.25675 0.16136
H -0.13448 -3.40463 -2.84995
H -0.68714 -4.49738 -1.55952
H 1.04700 -4.48253 -1.96793
C -0.53379 0.10784 -3.53908
C 1.77050 -0.91943 -3.79457
C -1.60151 -0.95848 -3.49051
H -0.35234 0.48931 -4.56672
H -0.85201 0.97900 -2.93273
H -1.32603 -1.82858 -4.09481
H -2.53566 -0.53358 -3.87529
H -1.77734 -1.27606 -2.45741
C 1.28151 -1.90018 -4.81150
H 2.43209 -1.41725 -3.07516
H 2.35602 -0.09838 -4.25591
H 0.85995 -2.78074 -4.31685
H 2.15865 -2.22747 -5.37891
H 0.55841 -1.45511 -5.50385
H 0.91088 -0.11529 -1.15272
N -0.59874 -0.51745 2.67190
C -1.27480 0.10419 3.66907
C -1.87163 1.37873 3.59256
C -2.40732 2.05204 2.48017
C -1.39477 -0.66187 4.95037
H -0.42794 -1.04929 5.27202
H -2.08767 -1.50134 4.84654
H -1.76812 -0.00687 5.73918
C -3.56427 3.00641 2.54190
H -4.39511 2.71720 1.87744
H -3.28195 4.04026 2.28665
H -3.97213 3.03317 3.56127
N -1.81378 1.88587 1.28729
C -0.30481 -1.93585 2.78133
C 0.88390 -2.41689 3.37254
C 1.93396 -1.50875 3.92331
C 1.09716 -3.79733 3.49372
H 2.02825 -4.14102 3.94686
C 0.14415 -4.71034 3.08118
H 0.34604 -5.77709 3.15261
C -1.06746 -4.24564 2.59629
H -1.86484 -4.94404 2.34502
C -1.31675 -2.87775 2.47459
C -2.69456 -2.44407 2.09545
C -2.18376 2.52267 0.07071
C -1.58551 3.75298 -0.25887
C -0.78567 4.48711 0.77538
C -1.63903 4.17951 -1.58637
H -1.12628 5.10298 -1.84794
C -2.29865 3.43154 -2.55498
H -2.33717 3.79173 -3.58443
C -2.92197 2.23434 -2.20459
H -3.42157 1.62871 -2.95955
C -2.87270 1.76111 -0.89271
C -3.38071 0.39510 -0.53521
Ti -0.03119 1.01729 1.36892
H 2.45791 -0.93549 3.14959
H 2.69385 -2.11183 4.43858
H 1.54404 -0.80468 4.66326
H -2.70280 -1.62054 1.37323
H -3.27187 -2.13874 2.97873
H -3.22950 -3.28952 1.64792
H -0.46512 5.45757 0.37245
H 0.13443 3.96045 1.08884
H -1.35913 4.67539 1.69506
H -3.74106 0.33547 0.50281
H -2.58789 -0.37081 -0.64208
H -4.20349 0.09985 -1.20465
H -2.12123 1.83714 4.55661
C 1.02308 0.96137 -0.60688
Si 2.08469 2.13423 -1.78565
H 0.02273 1.52916 -0.46624
H 1.66863 0.77044 0.32009
C 3.77331 1.33484 -1.94913
C 2.45049 3.79045 -0.95742
C 1.45360 2.60875 -3.50119
H 1.98958 3.49398 -3.87287
H 0.39184 2.87409 -3.49545
H 1.58659 1.82693 -4.25768
H 4.23877 1.22187 -0.96528
H 4.42629 1.97798 -2.55108
H 3.76003 0.35056 -2.41722
H 2.67689 3.65877 0.10751
H 1.61564 4.49748 -1.03915
H 3.33019 4.26335 -1.42703
F 1.80078 3.14305 2.34918
C 1.64281 1.76181 2.48376
F 2.89168 1.22977 2.07970
F 1.61147 1.55562 3.85322
```



2.
Molecular formula: C34H57N3NiO2SeSi
Method: DFT, wB97M-V/def2-TZVPD

## Properties
HOMO energy (alpha / beta)   -7.478 / -7.470 eV
Energy relative to the best compared isomer or geometry (same formula, charge and spin)   0.000 eV
Net charge   0
Expectation value of S²   2.007
2S+1   3
Frontier orbital gap (alpha / beta)   7.841 / 7.341 eV

XYZ file:
```
99
C34H57N3NiO2SeSi, DFT wB97M-V/def2-TZVPD
O 0.77175 -0.26885 -2.00793
O 1.12413 -6.69323 -1.51168
C -0.11464 -0.51019 -3.15114
C 0.36996 0.11960 -4.42280
H -1.07937 -0.08913 -2.87173
H -0.20488 -1.60082 -3.24337
H 0.47678 1.20574 -4.30285
H -0.38518 -0.06722 -5.19817
H 1.32248 -0.29113 -4.77250
C 2.09674 -0.84321 -2.25905
C 2.07601 -2.12473 -3.05565
H 2.52106 -1.00295 -1.26246
H 2.69212 -0.06650 -2.76114
H 1.32514 -2.84049 -2.70481
H 3.05463 -2.60252 -2.94975
H 1.91271 -1.95287 -4.12367
C 1.66511 -6.04871 -0.36577
C -0.25479 -7.01402 -1.38046
C 3.15149 -5.81675 -0.55228
H 1.52788 -6.69221 0.52062
H 1.13687 -5.09600 -0.17797
H 3.66774 -6.76437 -0.73796
H 3.56745 -5.39005 0.36171
H 3.35772 -5.13542 -1.38241
C -0.66901 -8.00690 -2.44787
H -0.86232 -6.09667 -1.45199
H -0.44372 -7.46820 -0.39437
H -0.36531 -7.68697 -3.44569
H -1.75222 -8.13491 -2.42760
H -0.21842 -8.97925 -2.23603
H -1.24728 -3.37946 1.46566
N -1.25305 1.78314 -0.47508
C -2.06306 1.96945 0.56568
C -1.87056 1.34475 1.79976
C -0.68847 0.79582 2.29241
C -3.26893 2.86355 0.41887
H -3.97376 2.47444 -0.32703
H -2.97826 3.88493 0.13317
H -3.78640 2.91470 1.38205
C -0.66032 0.41104 3.74851
H -0.12983 1.16519 4.35084
H -0.17834 -0.56218 3.90214
H -1.68674 0.35221 4.12564
N 0.41814 0.67431 1.55589
C -1.57448 2.34319 -1.74448
C -2.58646 1.75527 -2.54680
C -3.40377 0.58208 -2.07966
C -2.75754 2.21801 -3.84982
H -3.50753 1.73888 -4.48334
C -1.96806 3.25743 -4.34521
H -2.09068 3.58208 -5.37708
C -1.04591 3.89821 -3.51639
H -0.45244 4.73867 -3.88260
C -0.87452 3.48448 -2.20084
C 0.05594 4.23499 -1.30149
C 1.65638 0.46221 2.23320
C 2.11945 -0.85923 2.42458
C 1.29452 -2.03133 1.98370
C 3.31877 -1.05950 3.09852
H 3.67080 -2.08391 3.24951
C 4.06014 0.02090 3.57635
H 5.00038 -0.15045 4.09588
C 3.57689 1.32358 3.42343
H 4.13961 2.17794 3.80331
C 2.35943 1.55749 2.78876
C 1.80773 2.94894 2.71749
Ni 0.45733 0.77867 -0.41694
H -3.04160 -0.36554 -2.50750
H -4.44238 0.69329 -2.42292
H -3.41131 0.46976 -0.99261
H -0.31990 4.27345 -0.27146
H 0.15531 5.26541 -1.66528
H 1.06148 3.79383 -1.28405
H 1.93709 -2.90513 1.80850
H 0.74103 -1.83183 1.05681
H 0.55639 -2.31815 2.75102
H 1.50868 3.22221 1.69779
H 2.57723 3.66308 3.03622
H 0.93778 3.08384 3.37730
H -2.69913 1.40125 2.49964
C -1.88912 -3.57669 0.63907
Si -3.65266 -3.85526 1.23881
H -1.87819 -2.68795 -0.00012
H -1.46298 -4.40013 0.04582
C -4.80101 -4.52951 -0.09196
C -4.24706 -2.17505 1.83437
C -3.54124 -5.11848 2.62361
H -2.78578 -5.88258 2.37786
H -4.50728 -5.62008 2.77780
H -3.24210 -4.62852 3.56242
H -4.96445 -3.80331 -0.90166
H -5.78515 -4.77085 0.34011
H -4.39578 -5.45136 -0.53573
H -4.23678 -1.42548 1.02888
H -3.60537 -1.79720 2.64095
H -5.27375 -2.23582 2.21571
Se 4.80744 2.42875 -1.66622
C 3.29067 1.97914 -0.89896
N 2.26684 1.65414 -0.37661
```



Energy values (in Ha) by entry order: -3028.0536 -5843.7535.